The following is a DFT calculation (ωB97M-V/def2-TZVPD) of a 2-piece molecular cluster, H4O2 overall in a non-equilibrium geometry.

Positions of all 6 atoms, in Å:
O 0.337 -1.176 0.542
H 0.127 -0.319 0.052
H 0.516 -0.729 1.380
O -0.255 0.961 -0.540
H -0.113 1.659 -1.226
H -1.191 1.106 -0.224

Atomic forces in eV per Å
O -0.2 1.4 0.2
H 0.6 -2.1 0.1
H 0.2 -0.7 0.4
O -2.0 2.6 -0.8
H 0.0 -0.9 0.8
H 1.4 -0.2 -0.5

Results
HOMO energy = -10.4 eV
energy relative to the best compared isomer or geometry (same formula, charge and spin) = 10.6 kcal per mole
SMILES = O.O
E_tot = -152.85801 Eh
gap between HOMO and LUMO = 10.75 eV